[1]
25
Properties=species:S:1:pos:R:3:forces:R:3:lowdin_charge:R:1 method="wB97M-V/def2-TZVPD" e_homo_ev="-1.12 / -1.14" s2=0.768 lumo_ev="3.948 / 3.929" spin_multiplicity=2 charge=-2 homo_lumo_gap_ha="0.1862 / 0.1862"
Mn 0.517916 -2.341909 0.073020 0.33 0.37 0.20 -0.018
O 4.198645 -0.642788 -0.021122 0.00 0.01 0.02 0.020
C 3.010564 -0.949157 0.015102 -0.08 -0.04 -0.03 -0.607
O 2.501652 -2.107940 0.101303 -0.04 0.03 -0.04 -0.166
C 1.995547 0.200082 -0.029725 -0.05 -0.02 -0.03 -0.157
C 2.489994 1.519576 -0.156422 0.00 -0.01 -0.01 0.002
C 1.613067 2.552959 -0.181585 0.00 0.01 0.01 -0.017
C 0.229542 2.289032 -0.047476 -0.01 -0.02 -0.02 -0.163
C -0.732889 3.324790 -0.031300 0.01 0.00 0.00 -0.060
C -2.057377 3.037721 0.132055 -0.01 0.01 0.00 -0.099
C -2.467815 1.699236 0.296903 -0.01 -0.01 0.00 -0.074
C -1.560424 0.677196 0.280017 0.00 -0.04 0.04 -0.034
C -0.186292 0.944286 0.089687 0.05 -0.03 0.01 -0.178
N 0.718583 -0.094990 0.067873 0.00 -0.06 0.00 0.113
H 3.560985 1.635129 -0.232988 0.00 0.00 0.00 0.110
H 1.948517 3.579286 -0.287874 0.00 0.00 -0.01 0.109
H -0.393334 4.348492 -0.145299 0.00 0.00 0.00 0.102
H -2.791438 3.834399 0.144694 0.00 0.00 0.00 0.093
H -3.516392 1.470451 0.440145 0.01 0.00 0.00 0.104
H -1.873157 -0.347849 0.417603 0.01 -0.14 -0.04 0.006
Se -3.055046 -5.672048 1.650262 -0.02 0.00 0.02 -0.374
Sb -1.556484 -5.135092 -0.179549 0.03 0.10 -0.04 -0.353
Se -1.657073 -2.646425 -0.750759 -0.25 0.10 -0.15 0.010
Se 0.813362 -4.656336 0.517480 0.01 -0.25 0.07 -0.001
Se -1.750653 -6.518101 -2.162048 0.00 -0.02 0.00 -0.370

=====

[2]
29
Properties=species:S:1:pos:R:3:forces:R:3:lowdin_charge:R:1 method="wB97M-V/def2-TZVPD" e_homo_ev="-4.84 / -4.79" s2=2.006 lumo_ev="2.587 / 2.176" spin_multiplicity=3 charge=-1 homo_lumo_gap_ha="0.2730 / 0.2560"
Pd 1.081153 -1.286866 -0.542485 -0.36 -0.75 1.46 1.082
Cl 2.049643 0.411250 4.225904 -0.06 0.03 -0.01 0.662
C 0.616256 0.642850 3.268436 0.02 0.06 0.09 -0.591
C -0.408615 1.453896 3.772213 0.15 -0.05 0.09 -0.144
C -1.553098 1.675206 3.062215 -0.09 0.03 -0.05 -0.621
Cl -2.800609 2.709398 3.729495 0.07 -0.07 -0.06 0.632
C -1.727898 1.074167 1.795512 -0.09 0.01 -0.04 -0.178
C -2.859290 1.230095 0.963121 -0.03 0.03 0.06 -0.027
C -2.917192 0.592663 -0.243677 -0.08 0.02 -0.01 -0.045
C -1.848417 -0.229240 -0.640039 -0.11 -0.08 0.03 -0.105
N -0.797226 -0.386142 0.118517 0.15 -0.08 -0.13 0.031
C -0.691179 0.250794 1.309404 -0.07 -0.04 -0.08 -0.128
C 0.544434 0.018374 2.020145 0.12 -0.11 0.05 -0.407
O 1.464214 -0.713665 1.520936 0.06 0.06 -0.09 -0.138
H -0.280755 1.913369 4.744423 0.01 -0.02 -0.04 0.099
H -3.675179 1.858557 1.297906 0.03 -0.01 -0.02 0.087
H -3.776184 0.709010 -0.891465 0.03 -0.03 0.00 0.101
H -1.852549 -0.778447 -1.573085 0.00 0.01 -0.02 0.117
O 1.269561 -3.456735 -0.072595 -0.62 0.55 -0.31 -0.222
N 0.220331 -4.072265 -0.452764 0.07 0.00 0.05 -0.265
O -0.672597 -3.383934 -0.926649 0.26 -0.10 0.12 -0.156
C 2.675543 0.298638 -4.089613 0.10 0.09 -0.20 -0.159
S 2.006717 -0.329332 -2.594082 0.27 0.24 -0.54 0.312
O 3.107104 -0.997160 -1.883833 -0.12 0.09 -0.17 -0.374
O 1.473321 0.816923 -1.845532 0.11 -0.10 -0.12 -0.373
O 0.939754 -1.280126 -2.955878 0.19 0.17 0.01 -0.385
H 3.378391 1.089168 -3.827657 -0.03 -0.07 -0.07 0.065
H 1.853717 0.689496 -4.687760 0.08 0.00 0.01 0.064
H 3.180651 -0.519943 -4.601112 -0.05 0.08 -0.01 0.065

=====

[3]
22
Properties=species:S:1:pos:R:3:forces:R:3:lowdin_charge:R:1 method="wB97M-V/def2-TZVPD" e_homo_ev=-10.22 lumo_ev=-0.484 homo_lumo_gap_ha=0.3578
O -3.447271 0.917532 -1.622063 -0.09 -0.23 -0.02 0.164
C -2.459135 0.444328 -2.094418 -0.08 0.25 -0.05 -0.334
C -1.175316 0.091913 -1.443569 0.17 0.02 0.04 -0.086
C -0.781226 0.274100 -0.128464 0.04 0.00 -0.12 0.018
C 0.480926 -0.188537 0.222491 0.04 -0.11 -0.07 -0.054
C 1.317147 -0.806249 -0.713416 -0.12 0.09 -0.06 -0.049
C 0.918796 -0.967670 -2.034913 -0.09 0.09 -0.03 0.010
C -0.342515 -0.508600 -2.376377 0.07 0.03 0.18 -0.093
C -1.038664 -0.568169 -3.679395 -0.15 0.26 -0.26 -0.332
O -0.692858 -1.040722 -4.718414 -0.07 -0.24 0.06 0.162
N -2.275517 0.160981 -3.495185 0.22 -0.58 0.44 0.066
F -3.353457 -0.527968 -4.026245 0.02 0.40 -0.22 0.035
H -1.431316 0.748064 0.593990 0.03 0.00 0.03 0.118
H 0.808636 -0.074639 1.245847 0.01 0.00 -0.05 0.065
H 2.292481 -1.159509 -0.405064 -0.01 0.00 0.02 0.106
H 1.548260 -1.435920 -2.779339 0.04 -0.01 0.04 0.124
C 1.975776 0.706285 4.893438 0.00 0.00 0.01 -0.062
C 0.880397 0.901022 3.951537 -0.02 0.05 0.05 -0.261
N 0.016866 1.062264 3.213846 -0.01 -0.01 0.01 0.149
H 2.440790 1.663590 5.119935 0.00 0.00 0.00 0.085
H 1.596160 0.267070 5.813743 0.01 0.00 0.00 0.085
H 2.721041 0.040832 4.462033 0.01 0.00 0.01 0.083

=====

[4]
25
Properties=species:S:1:pos:R:3:forces:R:3:lowdin_charge:R:1 method="wB97M-V/def2-TZVPD" e_homo_ev="-15.08 / -15.00" s2=2.199 lumo_ev="-9.318 / -9.214" spin_multiplicity=3 charge=+2 homo_lumo_gap_ha="0.2117 / 0.2126"
O -0.162305 4.921020 -2.455834 0.20 -3.85 0.45 0.133
C -0.098322 3.786399 -2.303770 -0.19 3.54 -0.35 0.065
Pr 0.247967 0.685309 -1.253431 -0.02 0.04 2.23 1.250
C -0.077438 -1.692561 -2.308744 -0.22 2.06 2.02 -0.383
O -0.145327 -2.868207 -2.156535 0.13 0.37 -0.67 0.156
C -0.026235 -0.843233 -3.581602 0.37 -2.74 -2.60 -0.348
O -0.245848 -1.329803 -4.661512 0.26 1.96 1.16 0.207
C 2.561643 -0.086966 -2.350766 4.40 -1.08 -2.28 0.061
O 3.539755 -0.348320 -2.894127 -3.77 0.92 2.11 0.227
C -2.061736 0.021273 -2.058054 -4.50 -1.33 -1.63 -0.023
O -3.074856 -0.323955 -2.489278 3.74 1.22 1.64 0.227
H 0.289471 0.300237 -3.412805 -0.52 -1.24 -1.35 0.058
N -1.187970 -1.845189 1.345903 0.12 0.19 -0.03 0.183
C -0.506052 -0.837276 1.938715 0.05 -0.02 -0.79 -0.325
C -0.463811 -0.694214 3.340875 0.26 0.44 0.12 0.038
C 0.240548 0.369067 3.890145 -0.61 -0.93 -0.22 0.007
C 0.883652 1.274961 3.040216 0.62 0.70 -1.34 -0.025
C 0.814168 1.093701 1.660952 -0.49 -0.50 1.50 -0.156
N 0.120597 0.050807 1.108640 0.05 0.25 -0.20 -0.088
H -1.080154 -2.052626 0.354850 0.03 -0.01 0.54 0.097
H -1.625270 -2.541829 1.930162 0.03 -0.02 -0.18 0.132
H -0.997730 -1.434911 3.937370 0.25 0.30 -0.01 0.138
H 0.297449 0.490749 4.974363 -0.03 -0.02 -0.39 0.142
H 1.450708 2.110599 3.439879 -0.12 -0.15 -0.07 0.128
H 1.307097 1.794970 0.964389 -0.02 -0.11 0.33 0.097

=====

[5]
26
Properties=species:S:1:pos:R:3:forces:R:3:lowdin_charge:R:1 method="wB97M-V/def2-TZVPD" e_homo_ev=-8.40 lumo_ev=-0.683 homo_lumo_gap_ha=0.2835
O -3.377855 -1.495648 0.070393 0.93 0.09 0.39 0.093
O -2.445938 -2.362990 1.815074 0.30 0.51 -0.21 0.096
S -1.590920 -1.719694 -5.514990 0.27 -0.54 1.59 0.593
N -1.201692 -2.800244 -1.770796 1.22 1.95 -0.21 0.161
N 1.912678 1.835788 0.339210 -0.22 -0.13 1.24 0.155
O -1.116666 -0.901780 -3.041973 0.37 -1.53 1.50 0.077
C -1.338848 -1.931580 -3.866622 -0.32 -1.91 -2.28 -0.833
C -0.991915 -1.512881 -1.810646 -1.05 -1.06 1.31 -0.278
C 1.989863 2.223260 1.617963 0.13 -0.87 -2.48 -0.323
C 0.404307 0.165521 -0.799251 0.47 0.56 0.42 0.076
C -0.796609 -0.095642 1.718524 -0.29 -0.26 -0.07 0.103
C 0.878241 0.901160 0.299016 0.40 0.47 -0.59 -0.213
C -0.651317 -0.718758 -0.649878 -0.23 0.73 0.65 -0.073
C 0.305810 0.758280 1.554100 -0.70 -0.88 -0.44 -0.186
C -1.305974 -0.837123 0.618322 3.92 2.89 0.45 -0.114
N -1.310563 -3.106948 -3.076947 -0.67 1.87 -2.27 0.037
N 1.047135 1.570407 2.381504 -0.01 0.91 1.53 0.148
N -2.427366 -1.609778 0.850217 -3.25 -2.04 -0.12 -0.361
C 3.040160 3.221996 2.022693 -1.31 0.16 0.74 -0.005
H 0.929042 0.332747 -1.738920 -0.33 -0.34 0.04 0.140
H -1.279423 -0.137940 2.693706 -0.07 -0.30 -0.30 0.129
H -1.366622 -4.058464 -3.427411 -0.18 0.51 0.17 0.161
H 0.848876 1.788968 3.367006 0.17 -0.32 -0.92 0.179
H 2.539108 4.144963 2.350613 0.19 -0.19 0.10 0.087
H 3.667947 2.862437 2.829250 0.09 -0.09 0.15 0.077
H 3.638540 3.483944 1.169843 0.16 -0.19 -0.39 0.075

=====

[6]
19
Properties=species:S:1:pos:R:3:forces:R:3:lowdin_charge:R:1 method="wB97M-V/def2-TZVPD" e_homo_ev=-8.95 lumo_ev=-0.575 homo_lumo_gap_ha=0.3079
C 0.767570 2.664144 0.867630 2.50 2.42 0.68 -0.136
C 0.656236 1.123348 0.975529 1.14 3.51 2.03 -0.234
C 1.078753 -0.680026 2.274338 -2.44 2.19 -6.49 -0.046
C 0.560545 -1.606510 1.324096 0.72 9.78 -0.99 0.029
C 0.005524 -1.058302 0.159121 -1.12 0.99 -0.86 -0.097
C -0.685540 -1.899228 -0.821390 -0.06 2.38 -0.96 -0.001
C -1.192226 -1.347707 -2.008279 3.51 2.88 4.99 -0.019
C -0.983470 0.079807 -2.188289 -1.37 -1.40 0.35 -0.076
C -0.501269 0.890110 -1.226991 0.97 4.84 -0.29 -0.063
C 0.015134 0.436542 -0.013013 0.18 -5.15 -0.39 -0.135
H -0.169319 3.205699 0.319925 2.16 -0.83 1.35 0.142
H 1.466807 -1.119097 3.022773 2.79 -2.34 6.00 0.034
H 0.374838 -2.508789 1.512762 -0.76 -7.41 1.74 0.035
H -0.871860 -2.926297 -0.616289 0.21 -0.73 0.24 0.098
H -1.615136 -1.965558 -2.662514 -1.89 -2.01 -2.83 0.054
H -1.498951 0.559693 -2.969291 -0.14 0.38 -1.35 0.086
H -0.384342 2.160193 -1.383247 -0.69 -4.08 0.02 0.176
N 1.192529 0.689090 2.124199 -0.92 -2.75 -1.18 0.152
O 1.784176 3.302890 1.308931 -4.79 -2.66 -2.06 0.001

=====

What did the fourth record say?
25
Properties=species:S:1:pos:R:3:forces:R:3:lowdin_charge:R:1 method="wB97M-V/def2-TZVPD" e_homo_ev="-15.08 / -15.00" s2=2.199 lumo_ev="-9.318 / -9.214" spin_multiplicity=3 charge=+2 homo_lumo_gap_ha="0.2117 / 0.2126"
O -0.162305 4.921020 -2.455834 0.20 -3.85 0.45 0.133
C -0.098322 3.786399 -2.303770 -0.19 3.54 -0.35 0.065
Pr 0.247967 0.685309 -1.253431 -0.02 0.04 2.23 1.250
C -0.077438 -1.692561 -2.308744 -0.22 2.06 2.02 -0.383
O -0.145327 -2.868207 -2.156535 0.13 0.37 -0.67 0.156
C -0.026235 -0.843233 -3.581602 0.37 -2.74 -2.60 -0.348
O -0.245848 -1.329803 -4.661512 0.26 1.96 1.16 0.207
C 2.561643 -0.086966 -2.350766 4.40 -1.08 -2.28 0.061
O 3.539755 -0.348320 -2.894127 -3.77 0.92 2.11 0.227
C -2.061736 0.021273 -2.058054 -4.50 -1.33 -1.63 -0.023
O -3.074856 -0.323955 -2.489278 3.74 1.22 1.64 0.227
H 0.289471 0.300237 -3.412805 -0.52 -1.24 -1.35 0.058
N -1.187970 -1.845189 1.345903 0.12 0.19 -0.03 0.183
C -0.506052 -0.837276 1.938715 0.05 -0.02 -0.79 -0.325
C -0.463811 -0.694214 3.340875 0.26 0.44 0.12 0.038
C 0.240548 0.369067 3.890145 -0.61 -0.93 -0.22 0.007
C 0.883652 1.274961 3.040216 0.62 0.70 -1.34 -0.025
C 0.814168 1.093701 1.660952 -0.49 -0.50 1.50 -0.156
N 0.120597 0.050807 1.108640 0.05 0.25 -0.20 -0.088
H -1.080154 -2.052626 0.354850 0.03 -0.01 0.54 0.097
H -1.625270 -2.541829 1.930162 0.03 -0.02 -0.18 0.132
H -0.997730 -1.434911 3.937370 0.25 0.30 -0.01 0.138
H 0.297449 0.490749 4.974363 -0.03 -0.02 -0.39 0.142
H 1.450708 2.110599 3.439879 -0.12 -0.15 -0.07 0.128
H 1.307097 1.794970 0.964389 -0.02 -0.11 0.33 0.097